Molecular formula: C14H33N5OPd
Method: DFT, ωB97M-V with the def2-TZVPD basis set

## Properties
- Energy above the lowest of the compared OMol25 structures with the same formula, charge and spin: 24.1 kcal per mole
- Orbital gap: 0.2088 Ha

Atoms and positions in Å:
1 Pd 0.147900 -0.275100 -0.489000
2 C 2.367900 0.739100 2.644400
3 C 0.900400 0.535500 3.076800
4 N -0.027100 0.293300 1.999200
5 C -1.406400 0.335400 2.427700
6 C -2.370900 -0.205400 1.357100
7 N -2.100700 0.281000 0.017500
8 C -2.744400 1.485700 -0.455300
9 C -2.388000 2.781000 0.276900
10 C -0.895100 3.088600 0.509700
11 N 0.084800 2.306200 -0.223500
12 C 1.411000 2.733200 0.182600
13 C 2.550300 1.804600 -0.266200
14 N 2.348200 0.423300 0.127200
15 C 2.851600 -0.031700 1.414800
16 H 2.996200 0.416400 3.476400
17 H 2.580600 1.794400 2.489900
18 H 0.579900 1.452000 3.589700
19 H 0.861700 -0.274300 3.835300
20 H 0.152000 -0.616100 1.546200
21 H -1.667400 1.369900 2.671700
22 H -1.571100 -0.265700 3.347300
23 H -3.403600 0.018100 1.676700
24 H -2.250100 -1.292700 1.330400
25 H -2.295100 -0.463000 -0.650200
26 H -3.850500 1.403300 -0.419800
27 H -2.453100 1.596200 -1.503800
28 H -2.884000 2.779600 1.248600
29 H -2.836900 3.589100 -0.308000
30 H -0.678300 2.924000 1.567900
31 H -0.742300 4.169700 0.315900
32 H -0.040200 2.427700 -1.228700
33 H 1.401700 2.765900 1.271800
34 H 1.644100 3.753300 -0.182900
35 H 3.493000 2.214100 0.138700
36 H 2.611800 1.837900 -1.359800
37 H 2.745500 -0.183900 -0.588400
38 H 3.959300 0.008100 1.432700
39 H 2.549200 -1.078700 1.511200
40 C 0.104000 -5.480000 -0.014700
41 N 0.463400 -4.608700 -1.114500
42 C 1.094500 -5.164600 -2.285100
43 C 0.216100 -3.282100 -0.979300
44 C 0.600800 -2.403600 -2.147800
45 O -0.305500 -2.840800 0.032600
46 H 0.178100 -6.517700 -0.325100
47 H -0.919600 -5.267900 0.295200
48 H 0.759200 -5.314100 0.843500
49 H 1.169800 -6.243400 -2.184300
50 H 2.105100 -4.773700 -2.425100
51 H 0.513400 -4.945900 -3.183200
52 H -0.060400 -2.587000 -2.996600
53 H 1.633200 -2.572300 -2.456900
54 H 0.481600 -1.326400 -1.806400

Force components x, y, z for each atom (eV/Å):
Pd 0.1981 0.3573 -0.6803
C -0.2139 -0.1880 -0.1954
C 0.2021 -0.0746 0.2590
N -0.1307 -0.1349 0.5419
C -0.2584 -0.1409 0.0715
C 0.0724 0.1084 0.2762
N -0.4047 -0.5941 -0.2798
C -0.1399 0.3172 0.0298
C 0.2172 -0.2660 -0.1614
C -0.1575 0.2707 0.0606
N 0.0004 0.5977 -0.5246
C 0.2585 -0.0141 -0.2343
C -0.2048 0.2697 0.1831
N 0.3140 -0.3870 -0.5952
C 0.2630 0.0616 0.2781
H 0.0589 0.0763 0.0360
H 0.0357 0.0903 0.0708
H -0.0265 -0.1127 0.0493
H 0.0193 0.1432 -0.0642
H 0.0627 0.2076 0.2148
H 0.0200 0.0266 0.1009
H -0.0820 0.1625 -0.1125
H 0.0599 -0.0683 0.0372
H -0.0484 0.0828 -0.0503
H 0.0709 0.1833 0.2061
H 0.1678 0.0014 -0.0794
H -0.0824 -0.0765 0.0128
H -0.0548 0.0968 0.0265
H -0.0605 -0.0349 0.0914
H 0.0659 0.0363 -0.0437
H -0.0378 -0.1150 0.2219
H 0.0863 -0.0231 0.2254
H -0.0316 0.1241 -0.0405
H 0.0388 -0.1082 0.1921
H -0.0446 0.0292 -0.1011
H 0.0411 -0.0618 0.1244
H -0.2029 0.2099 0.2766
H -0.1704 -0.0528 0.0348
H 0.1253 -0.0326 -0.0183
C -0.1237 0.1428 0.2140
N -0.0389 -0.2537 0.1519
C 0.1494 0.0667 -0.3283
C 0.1289 -0.1214 -0.4868
C -0.0482 -0.0519 0.3325
O -0.2270 -0.2596 0.3774
H 0.0150 -0.0308 -0.0506
H 0.0511 -0.0504 0.0840
H -0.0544 -0.0406 0.0521
H -0.0444 -0.0202 0.0365
H 0.0068 -0.0409 -0.0491
H 0.0758 -0.0452 -0.0601
H 0.0562 -0.0114 -0.0378
H -0.0560 -0.0229 -0.0573
H 0.0829 -0.2275 -0.6185

---

Molecular formula: C33H78FN2O7Rb
Method: DFT, ωB97M-V with the def2-TZVPD basis set

## Properties
- Orbital gap: 0.3247 Ha

Atoms and positions in Å:
1 Rb -0.251009 -0.572528 0.508338
2 F 1.866917 1.119160 -0.722265
3 C 2.033128 5.186616 1.947923
4 C 1.956158 4.298439 0.699184
5 C 3.215873 4.440462 -0.101001
6 O 1.773641 2.907851 1.098428
7 H 2.837790 4.828931 2.585986
8 H 1.088467 5.105199 2.508894
9 H 2.123287 6.240477 1.686274
10 H 1.123692 4.612813 0.120215
11 H 3.236150 4.102669 -1.089221
12 H 3.919137 3.754628 0.359218
13 H 3.616319 5.454989 -0.026220
14 H 2.012307 2.254965 0.404042
15 C 5.009816 -1.584330 0.162774
16 C 3.542687 -1.390692 0.604677
17 C 3.456112 -0.198239 1.554214
18 O 2.539495 -1.398216 -0.485197
19 H 5.424941 -0.787903 -0.401239
20 H 5.120721 -2.436859 -0.462083
21 H 5.646429 -1.760822 1.015581
22 H 3.345067 -2.300420 1.244826
23 H 2.359661 -0.047266 1.860830
24 H 3.759028 0.732933 1.039819
25 H 3.993540 -0.302843 2.528325
26 H 2.381921 -0.441924 -0.593013
27 C -3.092170 -2.686964 -3.768058
28 C -2.649820 -1.641074 -2.726455
29 C -3.932184 -1.069371 -1.997122
30 O -1.671480 -2.275353 -1.778181
31 H -3.485793 -3.574844 -3.336371
32 H -2.262273 -2.902072 -4.447972
33 H -3.987433 -2.215805 -4.285268
34 H -2.091116 -0.930532 -3.249714
35 H -4.526231 -1.888855 -1.517849
36 H -4.523489 -0.499259 -2.684773
37 H -3.627590 -0.386825 -1.214902
38 H -0.807544 -2.215123 -2.193995
39 C 2.558927 2.611658 4.550312
40 C 1.437701 1.572731 4.573022
41 C 0.454356 1.725058 5.768932
42 O 0.746432 1.430465 3.318722
43 H 3.247010 2.225184 3.757491
44 H 3.023640 2.713429 5.520745
45 H 2.212436 3.572960 4.208257
46 H 1.940343 0.580015 4.706438
47 H -0.043367 2.714066 5.936202
48 H 1.046514 1.471995 6.681667
49 H -0.370455 0.994713 5.702209
50 H 1.196081 1.899811 2.591434
51 C -3.018510 4.029053 0.206887
52 C -1.743422 3.457514 0.869837
53 C -1.919320 3.164414 2.392193
54 O -1.142397 2.332068 0.213926
55 H -3.164825 4.985942 0.736396
56 H -3.850681 3.403933 0.297321
57 H -2.849193 4.320311 -0.833136
58 H -1.080499 4.300193 0.726338
59 H -2.421640 2.229145 2.410269
60 H -2.723852 3.889094 2.773785
61 H -0.942891 3.212217 2.925763
62 H -0.170470 2.507509 0.223511
63 C 0.340197 -4.158600 0.872031
64 C -0.484193 -3.965869 2.192778
65 C 0.417637 -3.592594 3.360012
66 C -0.405567 -3.093880 4.575389
67 C -1.368959 -1.984715 4.132969
68 C -2.302800 -2.317773 2.974796
69 N -1.526886 -2.937852 1.886294
70 O -2.404410 -3.331999 0.829128
71 C -3.420466 -3.281286 3.352330
72 C -2.901490 -0.993364 2.504396
73 C -0.997338 -5.406726 2.435334
74 H 1.138905 -4.894547 1.008933
75 H 0.768393 -3.256479 0.395596
76 H -0.295266 -4.534226 0.052650
77 H 0.955807 -4.475191 3.645806
78 H 1.140754 -2.854517 3.060016
79 H 0.319435 -2.793711 5.432801
80 H -0.964232 -3.959306 5.002369
81 H -0.750864 -1.172540 3.815418
82 H -1.990339 -1.652787 4.982133
83 H -3.959584 -2.743263 4.184251
84 H -4.067279 -3.545329 2.482387
85 H -3.025407 -4.185804 3.764611
86 H -3.730484 -0.620091 3.153516
87 H -2.173511 -0.172839 2.554777
88 H -3.144786 -1.079534 1.461447
89 H -1.427782 -5.552485 3.400395
90 H -0.112543 -6.086136 2.312405
91 H -1.779456 -5.702491 1.754758
92 H -1.998283 -3.023182 0.008610
93 C 0.262935 2.594316 -4.007109
94 C -0.693742 1.349849 -4.292436
95 C -0.797814 1.261725 -5.815997
96 C 0.404751 0.630808 -6.528353
97 C 0.641035 -0.763831 -5.936006
98 C 0.889237 -0.716879 -4.430918
99 N -0.293100 0.003423 -3.836409
100 O -0.086734 0.056512 -2.430773
101 C 0.943469 -2.083241 -3.784183
102 C 2.277378 -0.119538 -4.179705
103 C -2.170098 1.539615 -3.810396
104 H 1.145986 2.489415 -4.655865
105 H 0.585212 2.613240 -2.981427
106 H -0.320386 3.485899 -4.346361
107 H -1.524898 0.552400 -6.096511
108 H -0.931236 2.244392 -6.203811
109 H 1.259542 1.265877 -6.343271
110 H 0.349851 0.688988 -7.619687
111 H 1.574197 -1.249684 -6.392823
112 H -0.239136 -1.390857 -6.083362
113 H 1.039763 -1.900552 -2.695555
114 H 0.028947 -2.652748 -4.025873
115 H 1.667387 -2.740390 -4.342641
116 H 2.549199 -0.055168 -3.133591
117 H 2.982032 -0.722989 -4.745537
118 H 2.514042 0.929516 -4.507156
119 H -2.285599 1.232385 -2.772954
120 H -2.791971 0.886779 -4.452550
121 H -2.505579 2.518746 -4.021671
122 H 0.780064 0.545619 -2.222576

Force components x, y, z for each atom (eV/Å):
Rb 0.1118 0.4084 -0.2760
F -0.2200 -0.1535 -0.1569
C -0.9936 -0.7813 -0.0236
C 0.5829 -0.6519 0.6408
C 1.0863 0.1697 1.4772
O -0.3549 1.1848 0.7000
H 0.1846 0.2944 -0.0023
H 0.2635 -0.1031 -0.0290
H 0.3175 -0.0825 -0.0848
H -1.0643 0.2081 -0.6355
H -0.6909 -0.2800 -1.7785
H 0.5176 0.1263 0.4441
H -0.0255 -0.1135 -0.1901
H -0.0395 -0.1073 -0.7845
C -1.0031 -0.2276 0.0338
C 0.3689 -1.6185 0.7417
C -1.9559 0.8471 0.3544
O 1.6498 0.0579 1.8483
H 0.1654 1.1820 -0.4290
H -0.1461 -0.9652 -0.5743
H 0.0868 0.0838 0.5086
H -0.2059 0.6598 -0.7741
H 1.4297 -0.0966 -0.3653
H -0.0318 -0.3757 0.3525
H -0.0693 -0.2191 -1.0033
H -0.3084 0.7154 -0.6036
C -0.7245 1.8524 -0.3372
C -1.3663 -2.2401 1.2059
C 1.7844 -1.3846 0.5819
O -1.5258 0.4752 -0.0324
H -0.0499 -0.8821 0.5909
H -0.3624 -0.0756 -0.1037
H 1.2441 -0.5589 0.0127
H 0.4429 1.3584 -0.4332
H 0.4401 0.6133 -0.5562
H -0.3825 0.0935 -0.5241
H 0.1082 0.2128 0.3283
H 0.0386 0.1496 -0.1729
C -0.2003 -1.0269 -1.4186
C -0.1666 -0.8490 0.3778
C 0.0791 -0.1168 0.1793
O -0.1427 0.3198 0.3434
H 0.0054 0.5737 0.8178
H 0.2825 -0.1168 0.1221
H -0.2903 0.3808 0.0601
H -0.2932 0.5919 0.2672
H 0.7213 -0.5496 -0.4874
H -0.5221 0.2758 -0.5196
H 0.4070 0.1270 -0.0993
H 0.0944 0.2802 0.2638
C 1.8847 0.8460 0.2979
C 0.0368 0.6294 0.3460
C -0.8361 2.1779 -1.0159
O 0.4138 0.2740 -0.0695
H -0.3821 -0.4222 -0.0938
H -1.4565 -0.9315 0.1076
H 0.0583 -0.4004 -0.0039
H 0.6801 0.1924 0.3086
H -0.0084 -1.2267 0.4983
H 1.5025 -0.6999 -0.1176
H -1.0301 -0.2751 -0.2193
H -0.7670 -0.3186 0.0111
C -0.1759 0.5258 -0.5881
C -0.3058 -1.2329 -1.8524
C -1.1729 0.7579 0.5554
C 0.6700 -0.6868 0.8811
C 0.2387 -0.8413 0.9401
C -0.2495 -0.9446 -0.3463
N 1.4657 0.9979 -0.2327
O 0.1078 -0.4251 0.8551
C -1.0530 1.1559 0.8636
C 0.2487 0.8160 0.4396
C 0.6166 -0.1819 -0.1907
H -0.0408 0.2419 0.0800
H 0.1367 -0.0645 0.7599
H -0.0409 -0.2213 0.5376
H 0.4334 -0.4876 0.0534
H 0.3529 0.5729 -0.1512
H -1.2814 -0.1046 -1.4780
H 0.2232 0.5070 -0.3043
H 0.3823 0.8849 -0.1268
H 0.2311 0.0359 -0.2981
H -0.1088 -0.8434 -0.8917
H 0.3831 0.4711 0.8230
H 0.2367 -0.5997 0.2441
H 0.3340 -0.6459 -0.7250
H 0.1536 -0.2036 0.1306
H -0.8620 -0.0229 -0.3915
H -0.0442 -0.0766 0.9674
H -0.9565 0.4186 0.2094
H -0.0785 0.0341 -0.5978
H 0.0618 0.1991 -0.3127
C -1.0918 -1.1919 -0.9877
C -0.0817 0.3251 -0.8871
C 1.6672 -0.8026 -0.4657
C 0.7445 0.4289 0.8117
C 1.2879 -0.4498 -0.7346
C -0.2039 1.3863 -0.3433
N 1.3048 0.2264 0.4872
O 1.0890 0.7297 0.5938
C -0.6484 -1.0372 -1.0559
C 0.5944 1.8189 -0.2549
C 0.9895 -1.4405 -0.4362
H -0.2929 0.2323 0.3139
H -0.0078 0.4119 0.5068
H 0.6311 -0.5141 0.6622
H -1.8529 -0.2397 -0.1518
H -0.7019 0.7076 -0.4256
H 0.6452 0.0252 0.2319
H -0.5588 -0.4881 0.1093
H -1.4627 0.4468 0.3773
H 0.0008 -0.1688 -0.3477
H 0.6071 -0.8646 -0.6816
H -0.1798 0.4250 0.4150
H 0.0930 0.8485 1.2532
H 0.1158 -0.5925 0.3677
H 0.2369 -0.2638 0.3362
H -0.8179 -0.8484 -0.1256
H -0.0615 0.4226 0.0687
H 0.2145 0.1050 0.5002
H -0.2995 1.2869 0.1762
H -1.2397 -0.4728 -0.0731

---

We obtain LUMO energy values of 0.734 0.356 eV for the records listed above, in that order.